## 1
ORCA calculation (ωB97M-V/def2-TZVPD) on C4H13N3 as an isolated structure.

## Properties
- Frontier orbital gap: 0.257 hartree

ORCA input file:
```
! RIJCOSX wB97M-V def2-TZVPD def2/J DEFGRID3
* xyz 0 1
C -0.30 0.46 0.47
C -0.54 -0.14 -0.80
C 0.80 -1.54 -0.48
C -1.09 0.01 1.67
N 0.85 1.12 0.72
N -1.63 1.83 -0.47
N 2.02 -1.01 -1.04
H 1.23 1.12 1.66
H 1.35 1.58 -0.03
H 2.86 -1.15 -0.49
H -1.09 2.40 -1.12
H -2.48 1.54 -0.95
H 2.22 -1.38 -1.97
H -0.08 0.28 -1.69
H -1.46 -0.70 -0.92
H 0.37 -2.37 -1.03
H 0.93 -1.81 0.57
H -1.81 0.81 1.89
H -0.47 -0.16 2.55
H -1.67 -0.89 1.47
*
```

Löwdin population analysis, charges in e, atoms 1 to 6: atom 1 (C): -0.4930, atom 2 (C): -0.1094, atom 3 (C): -0.1986, atom 4 (C): -0.0307, atom 5 (N): 0.1508, atom 6 (N): -0.1053

***

## 2
ORCA calculation (ωB97M-V/def2-TZVPD) on one molecule with the formula C4H13N3.

## Properties
- Frontier orbital gap: 0.349 hartree

ORCA input file:
```
! RIJCOSX wB97M-V def2-TZVPD def2/J DEFGRID3
* xyz 0 1
N -2.00 1.75 0.35
C -2.20 0.45 -0.28
C -1.45 -0.73 0.32
N -0.12 -1.02 -0.22
C 1.00 -0.72 0.69
C 2.29 -0.61 -0.07
N 2.38 0.75 -0.65
H -1.36 2.33 -0.17
H -1.60 1.63 1.28
H -3.26 0.20 -0.21
H -1.94 0.51 -1.34
H -2.03 -1.63 0.06
H -1.55 -0.73 1.40
H 0.01 -0.60 -1.12
H 1.02 -1.47 1.48
H 0.76 0.21 1.22
H 2.24 -1.29 -0.90
H 3.15 -0.85 0.56
H 3.14 0.85 -1.32
H 1.50 0.97 -1.07
*
```

Löwdin population analysis, charges in e, atoms 1 to 6: atom 1 (N): -0.0044, atom 2 (C): -0.2880, atom 3 (C): -0.2500, atom 4 (N): -0.0766, atom 5 (C): -0.2503, atom 6 (C): -0.2627

***

The structure with the greatest stability is 2.

***

## 1
ORCA calculation (ωB97M-V/def2-TZVPD) on one molecule with the formula C4H13N3.

## Properties
- Frontier orbital gap: 0.329 hartree

ORCA input file:
```
! RIJCOSX wB97M-V def2-TZVPD def2/J DEFGRID3
* xyz 0 1
N -0.69 1.84 -0.53
C 0.16 0.74 -0.44
C -0.42 -0.37 0.46
C -0.28 -0.05 1.98
N 0.69 -1.03 2.43
C 0.19 0.26 -2.01
N 0.24 -1.26 -2.13
H -0.24 2.71 -0.68
H -1.64 1.55 -0.76
H 1.20 0.80 -0.27
H 0.12 -1.39 0.10
H -1.45 -0.50 0.31
H -0.01 1.01 2.16
H -1.35 -0.13 2.49
H 1.65 -0.62 2.26
H 0.56 -1.42 3.36
H -0.70 0.57 -2.58
H 0.97 0.75 -2.43
H 1.17 -1.73 -2.41
H -0.18 -1.72 -1.31
*
```

Löwdin population analysis, charges in e, atoms 1 to 6: atom 1 (N): 0.0243, atom 2 (C): -0.3987, atom 3 (C): -0.1903, atom 4 (C): -0.2940, atom 5 (N): -0.0489, atom 6 (C): -0.1843

***

## 2
ORCA calculation (ωB97M-V/def2-TZVPD) on a 2-piece molecular cluster, C4H13N3 overall.

## Properties
- Frontier orbital gap: 0.319 hartree

ORCA input file:
```
! RIJCOSX wB97M-V def2-TZVPD def2/J DEFGRID3
* xyz 0 1
N -1.87 -2.23 -2.12
C -1.03 -1.49 -1.19
N -1.67 -0.50 -0.31
H -2.45 -2.89 -1.62
H -2.49 -1.66 -2.68
H -0.54 -2.21 -0.55
H -0.29 -0.95 -1.77
H -2.05 0.25 -0.87
H -2.42 -0.94 0.21
C 1.91 -0.22 2.13
C 1.33 0.39 1.09
N 1.59 1.68 0.66
C 0.47 2.44 0.13
H 2.78 0.18 2.62
H 1.53 -1.18 2.45
H 0.78 -0.19 0.36
H 2.15 2.19 1.33
H 0.83 3.37 -0.31
H 0.02 1.90 -0.70
H -0.31 2.64 0.88
*
```

Löwdin population analysis, charges in e, atoms 1 to 6: atom 1 (N): -0.0084, atom 2 (C): -0.3834, atom 3 (N): -0.0095, atom 4 (H): 0.0564, atom 5 (H): 0.0583, atom 6 (H): 0.1046

***

## 3
ORCA calculation (ωB97M-V/def2-TZVPD) on a 3-piece molecular cluster, C4H13N3 overall.

## Properties
- Frontier orbital gap (alpha / beta): 0.211 / 0.276 hartree

ORCA input file:
```
! RIJCOSX wB97M-V def2-TZVPD def2/J DEFGRID3
* xyz 0 1
C -1.07 -0.42 0.31
C -0.87 -1.54 -0.69
C -1.74 0.77 -0.14
N -1.65 1.21 -1.38
H -2.01 2.15 -1.47
H -2.11 1.43 0.65
H 0.37 -0.30 0.85
H -1.46 -0.76 1.26
H -1.83 -1.92 -1.06
H -0.34 -2.37 -0.22
H -0.30 -1.21 -1.56
C 1.45 -0.55 1.56
N 1.90 0.33 -0.73
N 1.04 1.24 -0.93
H 2.69 0.70 -0.18
H 0.02 1.11 -1.47
H 0.96 2.06 -0.33
H 1.76 0.36 2.08
H 2.31 -1.11 1.21
H 0.90 -1.19 2.25
*
```

Löwdin population analysis, charges in e, atoms 1 to 6: atom 1 (C): -0.2897, atom 2 (C): -0.1215, atom 3 (C): -0.2948, atom 4 (N): -0.0198, atom 5 (H): 0.0376, atom 6 (H): 0.1053

***

The structure with the greatest stability is 2.

***

## 1
ORCA calculation (ωB97M-V/def2-TZVPD) on a 13-piece molecular cluster, C42H106N4O13 overall.

## Properties
- Frontier orbital gap: 0.299 hartree

ORCA input file:
```
! RIJCOSX wB97M-V def2-TZVPD def2/J DEFGRID3
* xyz 0 1
C -1.20 -5.17 3.17
O -0.78 -4.80 4.46
H -0.52 -4.68 2.47
H -1.23 -6.21 2.87
H -2.19 -4.73 3.09
H 0.09 -5.17 4.63
C 3.78 0.43 -0.96
O 5.09 -0.02 -1.24
H 3.63 1.46 -1.28
H 3.10 -0.35 -1.31
H 3.74 0.46 0.13
H 5.27 0.06 -2.18
C 0.25 -1.48 5.70
O -0.90 -1.92 5.06
H 1.15 -1.70 5.12
H 0.15 -0.41 5.89
H 0.37 -1.96 6.67
H -0.76 -2.86 4.90
C 0.86 -6.73 -0.62
O 0.27 -7.70 0.20
H 0.16 -5.88 -0.58
H 1.80 -6.36 -0.21
H 1.01 -7.00 -1.66
H 0.72 -8.54 0.08
C -2.29 -1.45 0.07
O -1.43 -2.44 -0.46
H -2.89 -0.97 -0.71
H -2.90 -1.83 0.89
H -1.72 -0.62 0.48
H -1.93 -3.26 -0.53
C 3.83 -3.30 2.54
O 3.07 -2.16 2.31
H 3.26 -4.11 3.00
H 4.20 -3.50 1.54
H 4.75 -3.03 3.06
H 2.41 -2.36 1.64
O -2.59 -4.96 -0.51
H -2.30 -5.69 0.03
H -3.53 -4.88 -0.33
O 1.33 -1.96 0.23
H 1.08 -2.02 -0.69
H 0.52 -2.09 0.71
O 5.82 -1.20 1.20
H 4.88 -1.34 1.28
H 5.99 -1.23 0.26
C 3.04 -4.61 -6.55
C 2.33 -5.16 -5.26
C 3.31 -4.91 -4.09
C 3.44 -3.41 -3.76
C 2.08 -2.88 -3.42
C 0.94 -3.12 -4.46
N 1.00 -4.53 -4.90
O 0.07 -4.93 -5.90
C -0.34 -2.78 -3.77
C 1.16 -2.08 -5.65
C 2.31 -6.73 -5.31
H 3.71 -5.36 -6.97
H 3.73 -3.77 -6.51
H 2.35 -4.36 -7.35
H 2.94 -5.49 -3.25
H 4.32 -5.25 -4.31
H 3.80 -2.87 -4.63
H 4.08 -3.21 -2.90
H 2.10 -1.81 -3.17
H 1.86 -3.27 -2.43
H -0.37 -1.73 -3.48
H -1.19 -2.88 -4.44
H -0.55 -3.38 -2.89
H 0.72 -2.42 -6.58
H 0.78 -1.09 -5.38
H 2.22 -1.89 -5.85
H 2.19 -6.99 -6.36
H 1.63 -7.18 -4.58
H 3.31 -7.07 -5.07
H 0.48 -4.62 -6.71
C 1.24 5.22 4.76
C 1.41 3.78 4.17
C 0.25 3.63 3.16
C 0.43 2.32 2.30
C 1.84 2.28 1.69
C 3.02 2.59 2.62
N 2.73 3.73 3.49
O 3.78 4.07 4.29
C 3.26 1.24 3.38
C 4.27 3.01 1.74
C 1.24 2.84 5.33
H 1.48 6.03 4.06
H 1.98 5.46 5.53
H 0.23 5.30 5.17
H -0.68 3.51 3.71
H 0.36 4.48 2.48
H -0.37 2.09 1.60
H 0.34 1.50 3.01
H 1.79 3.04 0.91
H 1.98 1.30 1.25
H 3.96 1.38 4.20
H 2.32 0.74 3.62
H 3.87 0.60 2.73
H 5.07 3.45 2.32
H 4.79 2.26 1.15
H 3.92 3.82 1.10
H 1.27 1.80 4.98
H 0.28 2.93 5.83
H 1.99 3.05 6.08
H 3.79 3.36 4.94
C 0.71 4.47 -3.76
C 0.16 3.03 -3.66
C 0.32 2.68 -2.19
C -0.61 1.55 -1.74
C -2.06 1.75 -2.11
C -2.16 2.02 -3.67
N -1.26 3.18 -3.98
O -1.47 3.68 -5.23
C -1.84 0.77 -4.46
C -3.61 2.42 -4.05
C 1.03 2.18 -4.56
H 1.72 4.56 -3.35
H 0.00 5.11 -3.24
H 0.58 4.83 -4.78
H 1.33 2.34 -1.97
H 0.14 3.53 -1.53
H -0.50 1.62 -0.66
H -0.18 0.60 -2.06
H -2.56 2.45 -1.44
H -2.65 0.89 -1.78
H -2.16 0.83 -5.51
H -0.83 0.36 -4.45
H -2.41 -0.05 -4.03
H -3.80 2.66 -5.10
H -4.28 1.61 -3.75
H -3.89 3.28 -3.45
H 1.96 2.58 -4.96
H 0.55 2.11 -5.54
H 1.21 1.15 -4.23
H -1.65 4.58 -4.97
C -3.21 4.72 3.84
C -4.68 4.25 3.47
C -5.06 4.55 2.01
C -4.43 3.62 0.95
C -4.75 2.14 1.43
C -4.36 1.77 2.92
N -4.94 2.84 3.79
O -4.81 2.61 5.10
C -5.07 0.45 3.21
C -2.82 1.57 3.07
C -5.79 5.07 4.23
H -2.50 4.47 3.05
H -2.83 4.32 4.78
H -3.07 5.80 3.93
H -6.14 4.43 1.97
H -4.86 5.60 1.82
H -3.37 3.89 0.98
H -4.83 3.74 -0.05
H -4.27 1.46 0.73
H -5.81 1.94 1.28
H -4.88 0.01 4.19
H -6.13 0.56 2.97
H -4.85 -0.42 2.59
H -2.54 1.55 4.13
H -2.52 0.60 2.67
H -2.19 2.28 2.54
H -5.49 5.18 5.27
H -6.75 4.55 4.15
H -5.84 6.09 3.86
H -5.67 2.25 5.32
*
```

Löwdin population analysis, charges in e, atoms 1 to 6: atom 1 (C): -0.1527, atom 2 (O): -0.1166, atom 3 (H): 0.0749, atom 4 (H): 0.0786, atom 5 (H): 0.0875, atom 6 (H): 0.0914

***

## 2
ORCA calculation (ωB97M-V/def2-TZVPD) on a 13-piece molecular cluster, C42H106N4O13 overall.

## Properties
- Frontier orbital gap: 0.273 hartree

ORCA input file:
```
! RIJCOSX wB97M-V def2-TZVPD def2/J DEFGRID3
* xyz 0 1
C 1.79 2.99 -3.13
C 2.67 3.29 -4.36
C 4.05 3.53 -3.72
C 5.26 3.60 -4.71
C 5.22 2.35 -5.62
C 3.88 2.05 -6.25
N 2.88 2.10 -5.20
O 1.63 1.60 -5.69
C 3.60 2.99 -7.48
C 3.96 0.64 -6.88
C 2.18 4.55 -5.06
H 2.11 3.51 -2.23
H 1.87 1.92 -2.91
H 0.74 3.27 -3.25
H 4.10 4.57 -3.38
H 4.24 2.85 -2.90
H 6.21 3.71 -4.21
H 5.10 4.45 -5.38
H 5.62 1.47 -5.10
H 5.89 2.59 -6.45
H 4.30 2.77 -8.29
H 2.60 2.72 -7.83
H 3.67 4.07 -7.30
H 4.93 0.56 -7.37
H 3.92 -0.15 -6.13
H 3.14 0.51 -7.58
H 1.30 4.36 -5.67
H 3.02 4.86 -5.67
H 1.83 5.30 -4.34
H 1.59 0.76 -5.23
C -5.09 -5.04 1.97
C -6.19 -3.98 1.94
C -5.52 -2.62 1.54
C -6.39 -1.64 0.77
C -7.18 -2.33 -0.34
C -8.05 -3.47 0.20
N -7.27 -4.37 1.04
O -7.86 -5.61 1.30
C -9.22 -2.90 1.05
C -8.61 -4.18 -1.03
C -6.75 -3.77 3.36
H -5.55 -6.00 2.25
H -4.26 -4.87 2.65
H -4.76 -5.36 0.98
H -5.28 -2.12 2.48
H -4.53 -2.77 1.09
H -5.91 -0.79 0.27
H -7.06 -1.12 1.46
H -6.46 -2.69 -1.09
H -7.81 -1.57 -0.80
H -9.88 -3.65 1.48
H -8.78 -2.36 1.88
H -9.83 -2.21 0.45
H -8.78 -3.47 -1.85
H -7.97 -4.99 -1.39
H -9.63 -4.58 -0.97
H -6.00 -3.39 4.05
H -6.95 -4.73 3.86
H -7.66 -3.19 3.42
H -8.08 -5.59 2.24
C 4.32 -0.85 3.60
C 3.42 -1.88 2.94
C 4.22 -2.87 2.10
C 4.86 -3.98 2.87
C 3.89 -4.75 3.70
C 3.10 -3.79 4.64
N 2.54 -2.63 3.91
O 1.72 -1.79 4.67
C 1.89 -4.62 5.13
C 3.99 -3.39 5.82
C 2.41 -1.17 2.02
H 5.10 -1.34 4.19
H 3.81 -0.17 4.28
H 4.78 -0.19 2.86
H 3.73 -3.20 1.17
H 4.99 -2.23 1.64
H 5.65 -3.64 3.55
H 5.42 -4.63 2.19
H 4.43 -5.54 4.22
H 3.19 -5.38 3.14
H 1.36 -4.07 5.91
H 1.14 -4.74 4.34
H 2.17 -5.59 5.52
H 4.01 -4.15 6.61
H 5.03 -3.23 5.51
H 3.69 -2.44 6.25
H 1.70 -0.54 2.56
H 1.87 -1.92 1.46
H 2.97 -0.51 1.35
H 0.84 -2.11 4.45
C 2.47 2.45 2.76
C 3.06 3.36 1.68
C 2.37 4.71 1.75
C 3.06 5.75 0.87
C 4.51 5.84 1.30
C 5.26 4.48 1.10
N 4.51 3.51 1.90
O 5.17 2.25 1.96
C 5.54 4.14 -0.36
C 6.56 4.71 1.88
C 2.72 2.69 0.33
H 2.59 3.03 3.68
H 3.01 1.51 2.80
H 1.42 2.22 2.58
H 1.33 4.57 1.43
H 2.32 5.13 2.75
H 2.60 6.73 1.03
H 3.03 5.54 -0.20
H 4.58 6.08 2.36
H 4.99 6.58 0.66
H 5.41 3.07 -0.55
H 5.02 4.77 -1.08
H 6.59 4.28 -0.64
H 7.14 5.57 1.54
H 6.35 4.92 2.93
H 7.20 3.83 1.90
H 1.72 2.73 -0.12
H 2.89 1.61 0.39
H 3.17 3.06 -0.60
H 5.17 1.97 1.03
O -4.72 -1.13 -2.15
H -4.39 -2.06 -2.13
H -5.67 -1.21 -2.07
O -3.54 -3.46 -2.36
H -3.78 -4.17 -2.98
H -2.75 -3.78 -1.92
O -2.27 -1.48 -4.60
H -2.49 -2.13 -3.92
H -2.79 -0.70 -4.36
O -3.49 1.19 -3.16
H -2.91 1.12 -2.40
H -4.29 0.69 -2.90
O -0.60 -3.98 -3.00
H -0.49 -3.71 -2.08
H -1.08 -4.82 -2.95
O -0.97 -2.11 3.42
H -1.17 -1.24 3.78
H -1.50 -2.18 2.62
O 1.07 -1.60 -4.76
H 0.42 -0.90 -4.59
H 0.76 -2.34 -4.23
C -0.07 0.48 -1.37
C -0.90 -0.67 -0.81
C -1.76 -0.22 0.38
O -1.72 -1.18 -1.84
H -0.70 1.32 -1.66
H 0.48 0.05 -2.20
H 0.61 0.79 -0.58
H -0.22 -1.46 -0.48
H -1.18 -0.15 1.31
H -2.53 -0.94 0.70
H -2.24 0.76 0.36
H -2.65 -1.34 -1.62
C -4.37 2.69 3.84
C -4.34 2.88 2.34
C -4.69 1.59 1.58
O -5.19 3.98 2.04
H -5.39 2.52 4.18
H -3.99 3.56 4.40
H -3.71 1.93 4.27
H -3.31 3.13 2.06
H -5.73 1.31 1.72
H -4.06 0.79 1.94
H -4.51 1.92 0.55
H -5.20 4.06 1.08
*
```

Löwdin population analysis, charges in e, atoms 1 to 6: atom 1 (C): -0.0322, atom 2 (C): -0.5009, atom 3 (C): -0.1476, atom 4 (C): -0.1477, atom 5 (C): -0.1522, atom 6 (C): -0.5185

***

The structure with the greatest stability is 2.

***

## 1
ORCA calculation (ωB97M-V/def2-TZVPD) on a 2-piece molecular cluster, C3H10S overall.

## Properties
- Frontier orbital gap: 0.368 hartree

ORCA input file:
```
! RIJCOSX wB97M-V def2-TZVPD def2/J DEFGRID3
* xyz 0 1
C -1.32 2.02 -1.26
H -1.39 1.76 -0.21
H -2.30 1.92 -1.70
H -0.61 1.26 -1.59
H -0.87 2.98 -1.50
C 0.38 -0.53 1.55
C 1.11 -1.00 0.27
S 0.25 -2.64 0.00
H 0.67 -1.18 2.38
H -0.68 -0.61 1.37
H 0.51 0.57 1.87
H 0.87 -0.38 -0.61
H 2.19 -1.11 0.29
H 1.18 -3.06 -0.86
*
```

Löwdin population analysis, charges in e, atoms 1 to 6: atom 1 (C): -0.0356, atom 2 (H): 0.0095, atom 3 (H): 0.0124, atom 4 (H): -0.0011, atom 5 (H): 0.0221, atom 6 (C): -0.2330

***

## 2
ORCA calculation (ωB97M-V/def2-TZVPD) on a 2-piece molecular cluster, C3H10S overall.

## Properties
- Frontier orbital gap: 0.351 hartree

ORCA input file:
```
! RIJCOSX wB97M-V def2-TZVPD def2/J DEFGRID3
* xyz 0 1
C -3.13 0.87 -1.20
H -2.10 1.18 -1.34
H -3.24 0.57 -0.17
H -3.23 -0.05 -1.80
H -3.86 1.57 -1.59
C 1.28 -1.64 0.05
S 1.15 0.16 -0.13
C 2.14 0.75 1.30
H 1.22 -2.11 -0.93
H 0.51 -2.04 0.72
H 2.21 -1.92 0.54
H 2.69 1.59 0.89
H 1.45 1.03 2.09
H 2.91 0.03 1.57
*
```

Löwdin population analysis, charges in e, atoms 1 to 6: atom 1 (C): -0.0502, atom 2 (H): 0.0005, atom 3 (H): 0.0141, atom 4 (H): 0.0149, atom 5 (H): 0.0127, atom 6 (C): -0.4381

***

## 3
ORCA calculation (ωB97M-V/def2-TZVPD) on a 2-piece molecular cluster, C3H10S overall.

## Properties
- Frontier orbital gap: 0.367 hartree

ORCA input file:
```
! RIJCOSX wB97M-V def2-TZVPD def2/J DEFGRID3
* xyz 0 1
C -0.35 3.55 0.72
H 0.68 3.39 0.68
H -0.62 4.37 1.44
H -0.82 2.60 1.00
H -0.70 3.92 -0.19
C 1.45 -0.18 -0.61
C -0.03 -0.47 -0.84
S -0.50 -1.82 0.36
H 2.18 -0.93 -0.39
H 1.57 0.57 0.17
H 1.87 0.29 -1.45
H -0.71 0.31 -0.55
H -0.16 -0.57 -1.91
H -1.63 -2.25 -0.10
*
```

Löwdin population analysis, charges in e, atoms 1 to 6: atom 1 (C): -0.0364, atom 2 (H): -0.0106, atom 3 (H): 0.0395, atom 4 (H): 0.0201, atom 5 (H): -0.0091, atom 6 (C): -0.1930

***

The structure with the greatest stability is 2.